Formula: C5H8IN2
Source: the Open Molecules 2025 dataset
Level of theory: the ωB97M-V functional and the def2-TZVPD basis

Last columns: bonded neighbours and bond lengths (Å).
Atoms and positions in Å:
1 C -0.5673 -1.5752 -0.1879  C2 1.436, C3 1.356, H9 1.055
2 C 0.8684 -1.5698 -0.2137  C1 1.436, C4 1.381, H10 1.038
3 C -1.2288 -0.5945 -0.8518  C1 1.356, C5 1.432, H11 1.103
4 C 1.4971 -0.5550 -0.9080  C2 1.381, N7 1.379, H12 1.063
5 C -0.5389 0.5543 -1.3562  C3 1.432, N7 1.333, I8 2.017
6 N -0.7840 1.3534 0.8512  H13 0.978, H14 0.981, H15 1.002
7 N 0.7860 0.4791 -1.4803  C4 1.379, C5 1.333, H16 0.996
8 I -1.5179 2.1512 -2.1043  C5 2.017
9 H -1.1230 -2.1845 0.4706  C1 1.055
10 H 1.3982 -2.3128 0.2801  C2 1.038
11 H -2.3254 -0.6752 -0.7643  C3 1.103
12 H 2.5425 -0.4293 -1.0564  C4 1.063
13 H -1.5994 0.8674 1.0853  N6 0.978
14 H -0.9813 2.3125 0.7916  N6 0.981
15 H -0.1736 1.3098 1.6440  N6 1.002
16 H 1.2200 1.3135 -1.8069  N7 0.996

Calculated values
Charge: +1
HOMO-LUMO gap: 9.13 eV
Molar mass: 223.0 g/mol
HOMO energy: -0.4939 Ha
E: -602.25526 Eh
Energy above the lowest of the compared OMol25 structures with the same formula, charge and spin: 21.9 kJ/mol